# 1
79
Properties=species:S:1:pos:R:3:lowdin_spin:R:1 method="wB97M-V/def2-TZVPD" e_lumo_ev="-2.778 / -3.932" charge=+1 e_above_lowest_kj_mol=22.2 spin_multiplicity=2 orbital_gap_ev="7.0 / 6.9" e_tot_ev=-145642.447
Ir 2.05 0.87 -0.37 0.094
C 6.42 2.26 -0.60 0.011
C 4.93 2.13 -0.67 0.149
S 4.30 0.62 -0.23 0.257
C 4.10 3.16 -1.10 0.156
C 4.63 4.50 -1.51 0.010
S 2.43 2.94 -1.23 0.271
H 6.88 1.34 -0.25 0.001
H 6.71 3.06 0.08 0.005
H 6.84 2.50 -1.58 0.004
H 5.72 4.54 -1.48 0.000
H 4.25 5.28 -0.85 0.004
H 4.31 4.74 -2.53 0.003
O 0.02 1.13 -0.92 0.006
As -1.57 0.67 -0.67 0.000
C -2.25 1.45 0.93 0.000
C -3.49 1.08 1.44 0.000
C -3.99 1.73 2.57 0.000
C -3.26 2.74 3.16 0.000
C -2.03 3.12 2.64 0.000
C -1.52 2.47 1.52 0.000
C -2.53 1.37 -2.17 0.000
C -3.82 0.93 -2.42 0.000
C -4.52 1.47 -3.50 0.000
C -3.91 2.43 -4.30 0.000
C -2.61 2.85 -4.04 0.000
C -1.91 2.32 -2.97 0.000
C -1.84 -1.22 -0.69 0.000
C -1.73 -1.86 -1.92 0.000
C -1.93 -3.23 -2.00 0.000
C -2.24 -3.96 -0.86 0.000
C -2.35 -3.32 0.37 0.000
C -2.15 -1.95 0.46 0.000
H -4.08 0.30 0.97 0.000
H -4.96 1.44 2.97 0.000
H -3.65 3.25 4.03 0.000
H -1.47 3.92 3.09 0.000
H -0.56 2.76 1.10 0.000
H -4.29 0.18 -1.81 0.000
H -5.52 1.14 -3.71 0.000
H -4.45 2.84 -5.14 0.000
H -2.14 3.59 -4.68 0.000
H -0.90 2.63 -2.76 0.000
H -1.49 -1.29 -2.81 0.000
H -1.85 -3.73 -2.96 0.000
H -2.40 -5.03 -0.93 0.000
H -2.59 -3.89 1.25 0.000
H -2.25 -1.45 1.41 0.000
O 1.61 -1.12 0.22 0.001
C 1.72 -1.61 -0.96 0.002
O 2.00 -0.84 -1.90 0.021
C 1.49 -3.06 -1.17 0.000
C 1.51 -3.56 -2.47 0.000
C 1.25 -4.91 -2.69 0.000
C 0.97 -5.71 -1.59 0.000
C 0.96 -5.23 -0.30 0.000
C 1.23 -3.89 -0.09 0.000
N 0.65 -7.13 -1.82 0.000
O 0.37 -7.80 -0.85 0.000
O 0.71 -7.54 -2.96 0.000
H 1.73 -2.90 -3.29 0.000
H 1.26 -5.33 -3.68 0.000
H 0.75 -5.91 0.52 0.000
H 1.23 -3.48 0.91 0.000
C 1.39 2.75 4.52 0.000
N 0.83 1.55 3.95 0.000
C 0.05 0.59 4.74 0.000
C -0.37 -0.45 3.68 0.000
N 0.48 -0.10 2.54 0.001
C 1.12 1.05 2.75 0.000
S 2.21 1.84 1.70 0.003
H 0.70 3.13 5.28 0.000
H 1.50 3.51 3.75 0.000
H 2.36 2.56 4.99 0.000
H -0.81 1.09 5.19 0.000
H 0.67 0.16 5.53 0.000
H -1.42 -0.34 3.43 0.000
H -0.18 -1.47 4.01 0.000
H 0.71 -0.70 1.76 0.000

# 2
63
Properties=species:S:1:pos:R:3:lowdin_spin:R:1 method="wB97M-V/def2-TZVPD" e_lumo_ev="-9.526 / -12.751" charge=+3 spin_multiplicity=7 orbital_gap_ev="5.7 / 3.7" e_tot_ev=-75298.834
C -0.45 -5.45 3.84 0.000
C -0.61 -5.21 2.67 0.000
C -0.57 -4.91 1.25 0.000
C -0.70 -3.42 0.98 0.001
C -1.75 -2.87 0.21 0.031
O -2.74 -3.71 -0.32 0.015
C -2.32 -4.33 -1.39 0.003
N -2.02 -4.89 -2.34 0.000
C -1.84 -1.55 -0.05 0.033
C -2.97 -1.00 -0.84 0.245
C -3.90 -0.18 -0.20 0.000
C -4.89 0.31 -1.00 0.150
C -4.89 -0.05 -2.38 0.247
N -4.02 -0.85 -3.00 0.013
C -3.06 -1.34 -2.24 0.196
C -0.85 -0.66 0.44 0.017
N -0.89 0.67 0.12 0.029
C 0.08 1.42 0.60 0.005
C 0.11 2.86 0.18 0.015
C 1.24 3.06 -0.84 0.077
N 1.25 2.02 -1.89 0.726
C 1.91 2.61 -3.14 0.103
C 0.91 3.39 -4.00 0.028
C 2.03 0.93 -1.56 0.528
C 1.55 -0.41 -2.00 0.083
O 3.12 0.97 -0.92 0.197
C 1.08 0.87 1.46 0.000
C 2.16 1.76 2.06 0.002
C 1.93 2.12 3.54 0.000
C 0.84 3.18 3.74 0.000
Cl 1.68 0.71 4.58 0.000
N 1.17 -0.40 1.78 0.006
C 0.18 -1.16 1.23 0.007
C 0.22 -2.54 1.47 0.027
O 1.29 -3.01 2.25 0.005
C 2.34 -3.12 1.49 0.002
N 3.28 -3.32 0.87 0.001
H -0.33 -5.96 4.76 0.000
H 0.37 -5.27 0.83 0.000
H -1.42 -5.41 0.78 0.000
H -3.83 0.04 0.85 -0.003
H -5.66 0.96 -0.60 0.005
H -5.67 0.38 -3.00 0.008
H -2.33 -1.98 -2.70 0.005
H -0.84 3.13 -0.27 0.000
H 0.26 3.53 1.01 -0.001
H 1.06 4.01 -1.34 0.001
H 2.21 3.20 -0.35 0.028
H 2.78 3.19 -2.85 0.031
H 2.29 1.76 -3.71 0.002
H 1.07 4.45 -3.83 0.001
H -0.12 3.13 -3.81 0.000
H 1.14 3.23 -5.05 0.002
H 2.24 -0.81 -2.75 0.025
H 1.57 -1.12 -1.17 0.019
H 0.55 -0.35 -2.40 0.002
H 2.28 2.69 1.51 0.002
H 3.11 1.20 1.97 0.000
H 2.85 2.59 3.88 0.000
H -0.02 2.91 3.12 0.000
H 1.21 4.15 3.41 0.000
H 0.54 3.22 4.78 0.000
Eu 4.79 0.63 0.29 3.080

# 3
71
Properties=species:S:1:pos:R:3:lowdin_spin:R:1 method="wB97M-V/def2-TZVPD" e_lumo_ev="-1.915 / -3.614" charge=+1 e_above_lowest_kj_mol=42.0 spin_multiplicity=5 orbital_gap_ev="7.6 / 6.6" e_tot_ev=-117546.510
Os -0.46 0.46 -0.47 2.983
C -1.49 3.87 -2.80 0.000
C -1.59 2.93 -1.64 0.012
O -0.83 1.85 -1.78 0.169
C -2.42 3.21 -0.60 0.026
C -2.66 2.46 0.61 0.035
C -3.59 3.02 1.65 0.010
N -2.08 1.32 0.79 0.171
N -2.28 0.63 1.98 0.031
C -1.45 -0.35 2.07 0.016
O -0.52 -0.65 1.15 0.142
C -1.47 -1.24 3.25 0.000
C -0.60 -2.33 3.31 0.003
C -0.62 -3.17 4.41 0.000
C -1.50 -2.93 5.46 0.002
C -2.36 -1.85 5.40 0.000
C -2.35 -1.00 4.30 0.001
H -0.73 3.52 -3.50 0.000
H -1.22 4.87 -2.46 0.000
H -2.44 3.94 -3.32 0.000
H -2.97 4.14 -0.69 0.001
H -4.00 3.97 1.34 0.001
H -3.05 3.14 2.59 0.001
H -4.40 2.31 1.84 0.001
H 0.08 -2.51 2.49 0.000
H 0.05 -4.02 4.45 0.000
H -1.51 -3.59 6.31 0.000
H -3.05 -1.66 6.21 0.000
H -3.02 -0.16 4.25 0.000
C -0.17 -3.30 -1.11 0.003
Si -1.07 -2.22 -2.34 0.036
C 0.08 -1.53 -3.66 0.007
C -2.41 -3.20 -3.17 0.008
C -1.82 -0.77 -1.39 0.066
H 0.42 -4.07 -1.60 0.000
H -0.90 -3.81 -0.47 0.000
H 0.47 -2.71 -0.46 0.001
H 0.69 -2.31 -4.11 0.000
H 0.73 -0.76 -3.25 0.004
H -0.51 -1.07 -4.45 0.000
H -1.98 -4.06 -3.70 0.002
H -2.96 -2.60 -3.90 0.000
H -3.13 -3.59 -2.45 0.000
H -2.47 -1.18 -0.61 0.014
H -2.43 -0.15 -2.06 0.013
C 2.33 1.10 2.80 0.002
As 1.80 2.49 1.60 0.008
C 1.25 3.98 2.66 0.000
C 3.32 3.07 0.59 0.004
O 0.51 2.05 0.64 0.053
H 3.11 1.49 3.46 0.000
H 2.71 0.26 2.24 0.000
H 1.46 0.80 3.38 0.000
H 2.10 4.35 3.24 0.000
H 0.45 3.66 3.32 0.000
H 0.89 4.76 2.00 0.000
H 4.02 3.58 1.25 0.000
H 2.97 3.76 -0.18 0.000
H 3.79 2.21 0.12 0.000
S 2.32 -0.10 -0.62 0.093
C 2.96 -1.01 -1.91 0.038
N 3.50 -0.49 -3.01 0.018
C 3.90 -1.51 -3.98 0.002
C 3.65 -2.82 -3.20 0.002
N 3.05 -2.34 -1.96 0.018
H 3.38 0.48 -3.24 0.000
H 4.95 -1.39 -4.25 0.000
H 3.29 -1.45 -4.88 0.001
H 4.57 -3.36 -2.99 0.001
H 2.97 -3.49 -3.72 0.001
H 2.75 -2.92 -1.20 0.000

# 4
54
Properties=species:S:1:pos:R:3:nbo_charge:R:1 method="wB97M-V/def2-TZVPD" e_lumo_ev=-9.228 charge=+3 e_above_lowest_kj_mol=90.9 spin_multiplicity=1 orbital_gap_ev=7.0 e_tot_ev=-191155.023
Zr -0.43 0.53 0.67 2.542
C -2.16 -1.77 2.89 -0.677
C -2.68 -1.70 1.49 0.342
C -3.87 -2.38 1.19 -0.261
C -4.39 -2.35 -0.07 -0.017
C -3.76 -1.61 -1.09 -0.135
C -4.21 -1.52 -2.43 -0.035
Br -5.75 -2.43 -2.97 0.198
C -3.53 -0.76 -3.34 -0.242
C -2.38 -0.05 -2.95 -0.095
Br -1.49 1.04 -4.19 0.157
C -1.92 -0.12 -1.67 0.237
O -0.82 0.56 -1.21 -0.846
C -2.59 -0.92 -0.73 0.133
N -2.04 -0.98 0.55 -0.667
H -2.50 -2.68 3.37 0.272
H -2.55 -0.93 3.48 0.257
H -1.07 -1.75 2.93 0.232
H -4.35 -2.94 1.97 0.262
H -5.31 -2.89 -0.30 0.270
H -3.87 -0.71 -4.37 0.276
N 2.39 -0.75 3.74 -0.459
C 1.77 0.38 4.21 -0.011
C 0.76 0.62 3.35 -0.130
N 0.76 -0.36 2.35 -0.667
C 1.77 -1.17 2.64 0.246
H 3.18 -1.22 4.18 0.468
H 2.09 0.89 5.11 0.275
H 0.01 1.39 3.41 0.246
H 2.05 -2.06 2.09 0.249
C -0.38 4.00 0.50 -1.025
P -1.96 3.31 0.96 1.918
C -2.98 3.26 -0.48 -1.021
C -2.73 4.25 2.24 -1.013
O -1.68 1.83 1.50 -1.137
H -0.48 5.06 0.28 0.308
H -0.03 3.50 -0.41 0.264
H 0.34 3.88 1.31 0.273
H -3.12 4.29 -0.85 0.300
H -3.96 2.84 -0.24 0.291
H -2.50 2.67 -1.27 0.276
H -2.89 5.28 1.91 0.300
H -2.10 4.26 3.13 0.286
H -3.69 3.79 2.48 0.294
C 3.49 2.33 -0.99 -0.804
S 2.74 0.73 -0.80 1.288
C 2.11 0.49 -2.44 -0.811
O 1.49 1.02 0.09 -1.048
H 2.77 3.02 -1.44 0.254
H 4.36 2.20 -1.63 0.289
H 3.80 2.67 0.00 0.275
H 2.97 0.48 -3.11 0.288
H 1.42 1.30 -2.69 0.265
H 1.60 -0.47 -2.48 0.270